--- w ---
19
Properties=species:S:1:pos:R:3 method="wB97M-V/def2-TZVPD" multiplicity=1 lumo_energy_ev=0.78 smiles=CNC.O.O.O charge=0 orbital_gap_ev=9.740 homo_energy_ev=-8.96
C 1.5502 -0.7339 -0.2371
N 0.2690 -1.4001 -0.2800
C -0.4700 -1.3524 -1.5222
H 1.3958 0.2301 -0.7270
H 2.3310 -1.2805 -0.7887
H 1.8727 -0.5654 0.7861
H 0.2717 -2.3265 0.1230
H 0.0310 -1.8743 -2.3525
H -1.4949 -1.6996 -1.4067
H -0.5666 -0.2939 -1.7878
H 0.9420 2.6333 2.0897
H -0.0842 1.5738 1.7538
O 0.4727 2.2423 1.3384
H -1.3106 -0.9189 2.6454
H -0.7925 -0.5212 1.1786
O -0.9698 -0.2034 2.0981
H -0.8790 2.0527 -0.2379
H -1.0727 2.4488 -1.6982
O -1.4959 1.9891 -0.9751

=====

--- x ---
19
Properties=species:S:1:pos:R:3 method="wB97M-V/def2-TZVPD" multiplicity=1 lumo_energy_ev=0.29 smiles=CCN.O.O.O charge=0 orbital_gap_ev=9.997 homo_energy_ev=-9.71
C -2.2260 1.9434 0.8311
C -1.5662 1.9928 -0.5885
N -0.1121 1.8818 -0.6316
H -2.1644 0.9008 1.1594
H -3.2994 2.0173 0.6518
H -1.7216 2.5977 1.5270
H -1.9757 2.7710 -1.2274
H -2.0729 1.0884 -0.9750
H 0.3404 1.7024 0.2585
H 0.1481 1.1254 -1.2372
H 0.0636 -0.9349 1.3227
H 1.2831 -1.3546 2.0348
O 0.4452 -0.9204 2.2088
H 0.8179 -0.3949 -0.8832
H -0.1260 -0.9163 -1.9692
O 0.4204 -1.1889 -1.2226
H 2.1881 -3.1108 0.2308
H 2.0580 -2.4862 -1.2615
O 2.6164 -2.8859 -0.5941

=====

Most stable to least stable, the ends of the list are w and x.

=====

--- w ---
16
Properties=species:S:1:pos:R:3 method="wB97M-V/def2-TZVPD" multiplicity=2 lumo_energy_ev="0.74 / -3.17" charge=0 orbital_gap_ev="10.652 / 6.741" homo_energy_ev="-9.91 / -9.91" s_squared=0.75
C -1.1532 1.8607 0.8351
C 0.2581 1.5260 0.4317
O -2.0578 0.7420 0.6571
H -1.1781 2.0214 1.9167
H -1.6804 2.6125 0.2654
H 1.0000 2.2697 0.7281
H -1.6971 -0.0598 1.0498
H 0.3233 1.5541 -0.6664
H 0.5401 0.5154 0.7367
C 1.0262 -1.5814 -1.4213
C 0.5891 -2.0914 -0.0640
O 0.3508 -1.4654 0.9403
O 0.4955 -3.3954 -0.0882
H 0.6528 -0.5688 -1.5422
H 0.4584 -2.1417 -2.1719
H 2.0723 -1.7977 -1.6068

=====

--- x ---
16
Properties=species:S:1:pos:R:3 method="wB97M-V/def2-TZVPD" multiplicity=2 lumo_energy_ev="0.91 / -2.76" charge=0 orbital_gap_ev="11.026 / 6.941" homo_energy_ev="-10.11 / -9.70" s_squared=0.79
O 1.2157 -0.5387 -1.2124
C 0.4592 -1.2855 -0.3272
C -0.5538 -0.4878 0.4671
O -1.5131 0.0453 -0.4059
C -2.4648 0.8503 0.2428
H 1.1344 -1.8312 0.3595
H -0.0473 -2.0672 -0.9247
H -0.0489 0.3206 1.0290
H -1.0260 -1.1591 1.2093
H -3.1665 1.2177 -0.5151
H -3.0229 0.2755 1.0020
H -1.9847 1.7117 0.7383
C 2.6040 0.5879 -0.5070
O 3.3974 -0.0088 0.2671
H 1.9689 1.3473 0.0048
H 3.0484 1.0222 -1.4274

=====

Most stable to least stable, the ends of the list are w and x.

=====

--- w ---
14
Properties=species:S:1:pos:R:3 method="wB97M-V/def2-TZVPD" multiplicity=1 lumo_energy_ev=0.58 charge=0 orbital_gap_ev=10.978 homo_energy_ev=-10.40
C 0.1101 -1.6164 0.3872
C 0.7497 -0.2617 0.4501
C 0.8426 0.8141 -0.5783
C -1.3391 0.8987 -1.1791
C -0.0293 1.0287 0.6853
H 0.3962 -2.0190 1.6485
H 0.6460 -2.3046 -0.2901
H -1.2918 -1.6203 0.3220
H 1.6602 -0.2862 1.0979
H 1.9423 1.1293 -0.7396
H -0.0206 1.6179 1.6671
O -0.0493 0.7620 -1.6467
O -2.2448 0.8891 -1.9881
O -1.3721 0.9685 0.1638

=====

--- x ---
14
Properties=species:S:1:pos:R:3 method="wB97M-V/def2-TZVPD" multiplicity=1 lumo_energy_ev=-1.51 smiles="C=CCOC(=O)C=O" charge=0 orbital_gap_ev=8.238 homo_energy_ev=-9.75
C -1.9091 -1.1895 0.2108
C -1.5027 0.1163 0.6192
C -0.7700 0.8940 -0.3571
C 1.3304 -0.0975 -0.3167
C 2.7117 0.2313 0.0015
H -2.5464 -1.6697 1.0302
H -1.6418 -1.3520 -0.7048
H -1.3807 0.5552 1.5723
H -0.9409 0.3711 -1.2487
H -1.0633 1.7713 -0.7865
H 2.8384 1.3276 0.3107
O 0.5264 0.8412 -0.0250
O 0.7513 -1.1288 -0.7754
O 3.5967 -0.6705 0.4696

=====

--- y ---
14
Properties=species:S:1:pos:R:3 method="wB97M-V/def2-TZVPD" multiplicity=1 lumo_energy_ev=-1.13 smiles="CC(=O)C(=O)[C@@H]1CO1" charge=0 orbital_gap_ev=8.438 homo_energy_ev=-9.57
C -1.1614 -1.4128 1.8769
C 0.0378 -1.0068 1.0776
C -0.4808 -0.1915 -0.2025
C 0.7867 0.5499 -0.7150
C 0.5314 1.9461 -1.0436
H -1.9671 -1.3760 1.1626
H -1.5015 -0.4490 2.3069
H -1.2295 -2.4443 2.5287
H 1.6915 0.0477 -0.5240
H -0.5237 2.3241 -1.3410
H 1.3793 2.7840 -0.9582
O 1.2213 -1.4214 1.1374
O -1.6156 0.2976 -0.2169
O 0.8779 1.0992 -2.0624

=====

Most stable to least stable, the ends of the list are w and x.